ORCA calculation (wB97M-V/def2-TZVPD) on a molecular structure, C25H36B4CaF16O21 in a non-equilibrium geometry.

```
103
Properties=species:S:1:pos:R:3
Ca -2.217 0.558 -0.869
B -0.091 -0.300 0.105
F 1.140 -0.635 0.558
F -0.939 -1.328 -0.180
F -0.781 0.531 0.936
F -0.021 0.420 -1.063
B -3.292 3.082 -0.309
F -2.007 2.750 -0.054
F -3.899 3.568 0.802
F -3.427 4.067 -1.254
F -3.897 1.947 -0.699
B -3.382 -0.999 -2.904
F -2.088 -0.800 -2.685
F -3.986 -0.153 -2.197
F -3.793 -0.819 -4.193
F -3.642 -2.198 -2.442
B -4.393 -0.805 1.268
F -3.404 -0.975 0.328
F -5.443 -0.069 0.699
F -4.889 -2.048 1.728
F -3.809 -0.114 2.263
C 4.150 0.499 2.973
C 2.951 1.360 2.404
O 3.100 2.488 3.276
C 4.425 2.557 3.628
O 4.920 3.588 4.192
O 5.040 1.546 3.214
H 4.592 -0.035 2.132
H 3.991 -0.126 3.852
H 1.999 0.867 2.597
H 3.064 1.712 1.378
C -0.930 4.336 -4.934
C -0.229 4.888 -3.714
O -0.310 3.808 -2.776
C -1.090 2.875 -3.253
O -1.503 1.923 -2.633
O -1.408 3.142 -4.493
H -0.196 4.149 -5.718
H -1.669 5.119 -5.104
H -0.834 5.739 -3.401
H 0.784 5.139 -4.028
C -2.025 2.472 3.340
C -3.390 2.778 3.904
O -3.178 2.906 5.284
C -2.036 2.147 5.546
O -1.650 1.875 6.659
O -1.479 1.762 4.349
H -1.460 3.371 3.098
H -2.005 1.827 2.462
H -4.146 2.045 3.622
H -3.748 3.677 3.403
C -1.878 -4.428 -0.680
C -0.768 -5.438 -0.373
C 0.520 -4.686 -0.096
O 0.880 -5.011 1.198
C -0.038 -5.831 1.777
O 0.055 -6.355 2.834
O -1.105 -5.815 0.955
H -1.696 -3.823 -1.568
H -2.176 -3.662 0.035
H -2.763 -5.049 -0.815
H -0.770 -6.333 -0.995
H 0.444 -3.602 -0.171
H 1.339 -5.032 -0.727
C 0.276 -2.523 -3.052
C 0.857 -2.056 -4.324
C 0.445 -0.777 -4.952
O 1.677 -0.037 -5.098
C 2.740 -0.749 -4.655
O 3.908 -0.445 -4.866
O 2.274 -1.756 -3.990
H 0.423 -1.771 -2.277
H 0.675 -3.478 -2.710
H -0.798 -2.684 -3.137
H 1.000 -2.836 -5.071
H -0.018 -0.263 -4.109
H -0.198 -0.989 -5.806
C -1.450 -2.593 2.847
C -0.322 -2.520 3.830
C 0.425 -1.197 4.002
O 0.598 -1.146 5.420
C -0.040 -2.194 5.978
O -0.232 -2.369 7.202
O -0.641 -2.913 5.150
H -2.261 -1.880 2.998
H -2.040 -3.501 2.969
H -1.031 -2.443 1.852
H 0.388 -3.326 3.641
H -0.250 -0.407 3.674
H 1.292 -1.132 3.344
C 4.936 0.836 -0.931
C 4.245 1.704 -1.982
C 2.833 2.208 -1.645
O 2.829 3.541 -2.084
C 4.064 3.950 -2.288
O 4.430 5.112 -2.419
O 4.952 2.910 -2.147
H 5.950 0.648 -1.286
H 4.436 -0.114 -0.747
H 5.198 1.317 0.012
H 4.260 1.213 -2.955
H 2.527 1.991 -0.621
H 2.130 1.619 -2.234
```

For the gap between HOMO and LUMO, the calculation gives 9.77 eV. The calculation puts the LUMO energy at 3.38 eV. The energy is -134162.612 eV. The charge is -2.



ORCA calculation (wB97M-V/def2-TZVPD) on 3 unconnected molecules or ions with the total composition C25H36BF16O7 in a non-equilibrium geometry.

```
85
Properties=species:S:1:pos:R:3
C -4.620 1.550 1.446
C -3.338 1.979 0.999
C -1.864 2.316 0.327
C -1.641 1.291 -0.932
C -0.134 0.696 -1.110
B 0.298 -0.463 0.026
C 0.773 0.197 1.452
C 1.725 1.526 1.334
O 1.704 2.442 2.331
C -1.012 -1.441 0.406
O -1.560 -2.158 -0.753
C -2.791 -2.810 -0.241
O -3.918 -1.876 -0.439
C -5.117 -2.725 -0.132
C -6.404 -1.697 -0.178
O -6.776 -1.427 1.222
O 1.312 -1.271 -0.675
C 1.968 -2.270 0.153
C 3.465 -1.766 0.704
C 3.890 -2.887 1.848
C 3.135 -2.676 3.297
H -5.472 0.978 2.053
H -0.988 2.365 1.099
H -1.973 3.423 -0.107
H -1.853 1.942 -1.911
H -2.505 0.469 -0.948
H 0.684 1.527 -1.244
H -0.135 0.091 -2.141
H -0.228 0.542 2.007
H 1.297 -0.533 2.201
H 2.422 1.763 0.395
H -0.744 -2.248 1.221
H -1.911 -0.812 0.875
H -2.922 -3.843 -0.793
H -2.750 -3.050 0.917
H -4.939 -3.190 0.953
H -5.137 -3.564 -0.951
H -6.068 -0.708 -0.753
H -7.238 -2.203 -0.824
H -7.383 -0.618 1.178
H 1.398 -2.628 1.106
H 2.185 -3.219 -0.539
H 4.267 -1.753 -0.167
H 3.428 -0.668 1.132
H 3.593 -3.942 1.382
H 5.053 -2.911 2.018
H 3.415 -1.685 3.853
H 1.950 -2.692 3.213
H 3.407 -3.638 3.947
C -1.466 8.642 3.064
C -1.956 8.477 1.617
C -3.385 7.967 1.476
F -3.551 6.740 2.021
F -3.723 7.845 0.164
F -1.078 7.693 0.935
F -1.885 9.711 1.024
O -0.683 7.568 3.591
C -1.426 6.474 4.125
C -1.216 5.172 3.343
F -1.568 5.306 2.039
F -1.979 4.167 3.849
F -2.730 6.827 4.223
F -0.986 6.318 5.404
H -0.781 9.499 3.063
H -2.270 8.938 3.748
H -4.099 8.653 1.939
H -0.168 4.858 3.379
C 3.028 -4.044 -3.818
C 4.416 -3.587 -3.344
C 5.373 -3.178 -4.458
F 5.635 -4.194 -5.313
F 6.574 -2.799 -3.944
F 4.958 -4.551 -2.552
F 4.228 -2.502 -2.528
O 2.832 -5.457 -3.925
C 3.277 -6.044 -5.146
C 4.430 -7.035 -4.945
F 5.504 -6.445 -4.361
F 4.861 -7.534 -6.134
F 3.572 -5.063 -6.031
F 2.197 -6.695 -5.658
H 2.318 -3.732 -3.042
H 2.696 -3.513 -4.718
H 4.979 -2.335 -5.032
H 4.121 -7.873 -4.312
```

For the gap between HOMO and LUMO, the calculation gives 7.17 eV. The calculation puts the LUMO energy at 2.17 eV. The energy is -84987.823 eV. The charge is -1.



ORCA calculation (wB97M-V/def2-TZVPD) on 9 unconnected molecules or ions with the total composition C25H36Cl8F2O3 in a non-equilibrium geometry.

```
74
Properties=species:S:1:pos:R:3
F 3.065 4.469 -2.645
C 2.566 5.647 -3.149
C 3.302 6.302 -4.145
C 3.007 7.561 -4.485
C 2.010 8.248 -3.836
C 1.186 7.546 -2.917
C 1.600 6.269 -2.422
H 4.034 5.758 -4.725
H 3.558 8.033 -5.285
H 1.872 9.277 -4.135
H 0.348 8.015 -2.422
H 1.131 5.814 -1.562
F 4.031 -6.756 -6.361
C 3.104 -6.205 -7.025
C 2.256 -5.306 -6.401
C 1.226 -4.692 -6.976
C 1.012 -4.974 -8.335
C 1.754 -5.923 -9.001
C 2.786 -6.575 -8.331
H 2.505 -5.070 -5.377
H 0.678 -3.950 -6.415
H 0.207 -4.414 -8.788
H 1.377 -6.255 -9.957
H 3.411 -7.343 -8.762
C -4.821 -4.738 4.225
Cl -3.575 -3.511 4.364
Cl -6.550 -4.186 4.678
H -4.758 -4.901 3.149
H -4.569 -5.630 4.797
C -7.824 2.367 2.172
Cl -7.671 4.147 2.383
Cl -6.295 1.641 1.602
H -8.034 1.860 3.113
H -8.677 2.204 1.513
C -0.191 -0.356 0.010
Cl 1.004 -1.311 -0.866
Cl 0.501 0.242 1.475
H -0.559 0.468 -0.602
H -1.072 -0.965 0.209
C 4.882 5.172 2.578
Cl 6.037 5.406 1.223
Cl 5.778 4.560 4.063
H 4.406 6.147 2.681
H 4.181 4.408 2.243
C -0.006 5.226 7.136
C -0.739 5.059 5.726
O -0.476 5.788 4.790
C -1.915 4.075 5.647
H 0.261 4.270 7.588
H -0.720 5.696 7.812
H 0.911 5.816 7.115
H -2.302 3.758 4.679
H -2.713 4.282 6.360
H -1.527 3.105 5.956
C -6.868 -4.612 -2.442
C -5.424 -5.204 -2.708
O -4.379 -4.775 -2.119
C -5.259 -6.277 -3.708
H -6.730 -3.671 -1.910
H -7.406 -5.396 -1.908
H -7.398 -4.381 -3.366
H -4.340 -6.771 -3.396
H -5.074 -5.837 -4.688
H -6.093 -6.940 -3.476
C 5.667 -2.232 4.233
C 5.836 -2.609 5.716
O 6.724 -3.426 6.108
C 4.953 -1.902 6.748
H 6.295 -1.386 3.953
H 4.624 -1.914 4.227
H 5.767 -3.055 3.526
H 5.375 -0.945 7.054
H 4.715 -2.593 7.556
H 4.024 -1.652 6.236
```

As for the SMILES: Fc1ccccc1.Fc1ccccc1.CC(C)=O.CC(C)=O.CC(C)=O.ClCCl.ClCCl.ClCCl.ClCCl. For the gap between HOMO and LUMO, the calculation gives 9.18 eV. The calculation puts the LUMO energy at 0.14 eV. The energy is -138262.408 eV. The charge is 0.



ORCA calculation (wB97M-V/def2-TZVPD) on a molecular structure, C25H36CrN6O4PS3 in a non-equilibrium geometry.

```
76
Properties=species:S:1:pos:R:3
Cr -0.076 0.093 0.274
N 0.106 -2.030 4.078
C -1.221 -1.409 4.293
C -1.605 -0.487 3.117
N -0.451 0.143 2.420
H -0.038 -2.691 3.352
H 0.470 -2.542 4.865
H -1.089 -0.721 5.152
H -2.055 -2.125 4.473
H -2.243 0.295 3.537
H -2.257 -0.944 2.363
H 0.412 -0.166 2.927
H -0.525 1.166 2.623
C -1.229 4.136 -4.000
C -1.337 2.655 -3.990
O 0.003 2.105 -3.806
P 0.663 1.699 -2.426
S 0.644 -0.318 -2.172
S -0.427 2.383 -0.843
O 2.061 2.491 -2.447
C 3.011 2.207 -3.551
C 3.497 3.566 -4.015
H -2.173 4.645 -3.902
H -0.716 4.460 -4.910
H -0.593 4.454 -3.176
H -1.695 2.268 -4.942
H -1.989 2.290 -3.202
H 2.457 1.617 -4.342
H 3.807 1.570 -3.156
H 2.691 4.177 -4.480
H 4.388 3.501 -4.691
H 3.888 4.132 -3.177
O 6.348 4.983 -0.006
C 5.264 4.816 0.831
O 4.998 5.784 1.518
C 4.512 3.548 0.777
C 3.184 3.664 1.252
C 2.354 2.564 1.266
C 2.858 1.307 0.827
C 4.220 1.207 0.498
C 5.053 2.302 0.442
N 2.047 0.183 0.839
C 2.586 -1.009 0.965
C 1.725 -2.173 0.724
C 2.218 -3.467 0.805
C 1.472 -4.519 0.301
C 0.143 -4.249 -0.141
C -0.333 -2.937 -0.165
N 0.396 -1.946 0.438
H 6.490 4.228 -0.613
H 2.798 4.587 1.690
H 1.304 2.650 1.587
H 4.582 0.224 0.214
H 6.101 2.210 0.122
H 3.657 -1.142 1.194
H 3.155 -3.604 1.333
H 1.920 -5.491 0.328
H -0.538 -5.014 -0.518
H -1.225 -2.591 -0.648
C -5.917 -3.865 -1.625
C -5.152 -3.232 -0.537
C -5.430 -3.485 0.809
C -4.626 -2.776 1.714
N -3.655 -1.886 1.361
C -3.484 -1.602 0.091
S -2.548 -0.237 -0.539
N -4.153 -2.337 -0.854
C -4.911 -2.800 3.193
H -6.994 -3.816 -1.391
H -5.656 -4.942 -1.760
H -5.830 -3.293 -2.575
H -6.208 -4.184 1.164
H -4.084 -1.925 -1.796
H -4.098 -3.246 3.792
H -5.861 -3.365 3.311
H -5.065 -1.746 3.536
```

For the gap between HOMO and LUMO (spin up / spin down), the calculation gives 4.19 / 7.30 eV. As for the relative energy (zero: lowest compared OMol25 entry of this formula, charge and spin): 0.584 eV. The calculation puts the LUMO energy (spin up / spin down) at -0.66 / -0.68 eV. The energy is -113858.298 eV. The charge is 0. Its spin multiplicity is 6.



ORCA calculation (wB97M-V/def2-TZVPD) on a molecular structure, C25H36FN2OPtS3 in a non-equilibrium geometry.

```
69
Properties=species:S:1:pos:R:3
Pt 0.368 0.208 0.698
C -2.236 0.381 -3.397
C -1.363 -0.881 -3.272
C -1.278 -1.620 -4.611
C -1.937 -1.747 -2.171
C -3.164 -2.363 -2.371
C -3.808 -2.997 -1.329
C -3.265 -3.002 -0.040
C -2.080 -2.371 0.264
C -1.598 -2.444 1.713
C -2.036 -1.183 2.459
C -0.117 -2.763 1.916
C -1.371 -1.799 -0.843
N -0.090 -1.358 -0.671
C 0.791 -1.937 -1.488
C 0.504 -3.233 -2.029
C 1.388 -3.858 -2.866
C 2.596 -3.233 -3.185
C 2.939 -1.979 -2.652
C 2.066 -1.363 -1.814
F 2.365 -0.177 -1.324
H -1.790 1.059 -4.126
H -2.326 0.908 -2.444
H -3.239 0.132 -3.744
H -0.361 -0.549 -3.002
H -2.265 -1.846 -5.011
H -0.721 -2.555 -4.528
H -0.775 -0.986 -5.341
H -3.630 -2.330 -3.346
H -4.758 -3.488 -1.498
H -3.794 -3.535 0.740
H -2.158 -3.273 2.147
H -1.509 -0.336 2.023
H -1.809 -1.239 3.524
H -3.105 -1.015 2.340
H 0.535 -1.868 1.836
H 0.254 -3.511 1.213
H 0.041 -3.156 2.919
H -0.397 -3.740 -1.704
H 1.176 -4.846 -3.250
H 3.301 -3.737 -3.836
H 3.877 -1.497 -2.894
S -0.762 2.127 0.257
C 0.332 3.265 -0.408
N -0.081 4.455 -0.769
C 0.948 5.411 -1.206
C 2.154 4.568 -1.606
S 2.013 3.012 -0.651
H -1.048 4.735 -0.668
H 1.174 6.085 -0.379
H 0.570 5.993 -2.043
H 3.094 5.052 -1.354
H 2.152 4.310 -2.662
C -0.957 2.206 4.801
C 0.480 1.738 4.632
S 1.183 2.339 3.069
O 1.402 1.021 2.224
C 2.882 2.754 3.523
C 3.694 1.611 4.098
H -1.384 1.727 5.681
H -1.572 1.940 3.938
H -1.013 3.283 4.948
H 0.570 0.652 4.580
H 1.132 2.094 5.431
H 2.754 3.583 4.226
H 3.313 3.162 2.608
H 3.332 1.300 5.077
H 4.722 1.950 4.220
H 3.699 0.751 3.430
```

For the gap between HOMO and LUMO (spin up / spin down), the calculation gives 5.50 / 5.50 eV. As for the relative energy (zero: lowest compared OMol25 entry of this formula, charge and spin): 0.460 eV. The calculation puts the LUMO energy (spin up / spin down) at -11.87 / -11.87 eV. The energy is -69979.049 eV. The charge is +3.



ORCA calculation (wB97M-V/def2-TZVPD) on a molecular structure, C25H36GeN3O9Y in a non-equilibrium geometry.

```
75
Properties=species:S:1:pos:R:3
Y -0.369 -0.040 -0.427
O -4.804 -0.317 -1.574
C -3.527 -0.027 -1.430
O -2.899 -0.258 -0.408
C -2.892 0.614 -2.611
C -3.517 0.885 -3.811
C -2.744 1.456 -4.823
C -1.404 1.712 -4.602
C -0.862 1.386 -3.362
N -1.604 0.870 -2.398
C 0.614 1.533 -3.007
O 1.303 2.296 -3.647
O 0.956 0.795 -2.005
H -5.126 -0.768 -0.777
H -4.561 0.651 -3.957
H -3.194 1.685 -5.779
H -0.762 2.146 -5.355
C 0.396 -2.311 2.979
C -0.899 -1.525 2.861
C -1.323 -0.931 4.191
C -2.011 -2.351 2.237
O -0.664 -0.434 1.912
Ge 0.078 1.183 2.183
O -0.977 1.990 0.960
C -1.998 3.003 1.209
C -2.461 3.463 -0.162
C -1.352 4.143 1.975
C -3.124 2.358 2.001
O 1.387 0.847 1.016
C 2.726 1.458 0.891
C 2.565 2.790 0.179
C 3.538 0.472 0.072
C 3.279 1.621 2.292
H 0.287 -3.124 3.696
H 0.679 -2.720 2.010
H 1.202 -1.660 3.326
H -1.570 -1.730 4.889
H -0.514 -0.350 4.644
H -2.206 -0.300 4.077
H -2.223 -3.225 2.852
H -2.920 -1.757 2.146
H -1.713 -2.700 1.246
H -1.626 3.883 -0.725
H -2.881 2.630 -0.723
H -3.231 4.227 -0.061
H -0.493 4.533 1.430
H -2.067 4.955 2.113
H -1.031 3.822 2.971
H -3.541 1.513 1.453
H -2.759 2.001 2.968
H -3.917 3.080 2.197
H 2.164 2.637 -0.822
H 1.902 3.452 0.743
H 3.531 3.287 0.091
H 3.075 0.322 -0.901
H 4.546 0.860 -0.079
H 3.607 -0.486 0.588
H 2.694 2.339 2.875
H 3.305 0.663 2.815
H 4.299 2.005 2.245
O -0.903 -1.797 -1.771
N -0.025 -2.682 -2.081
N 0.998 -2.627 -1.335
O 1.061 -1.774 -0.344
C 2.093 -3.525 -1.542
C 2.205 -4.208 -2.746
C 3.271 -5.074 -2.920
C 4.210 -5.247 -1.912
C 4.084 -4.549 -0.720
C 3.023 -3.679 -0.527
H 1.476 -4.058 -3.528
H 3.373 -5.610 -3.854
H 5.042 -5.922 -2.059
H 4.816 -4.679 0.065
H 2.909 -3.120 0.390
```

For the gap between HOMO and LUMO (spin up / spin down), the calculation gives 7.81 / 5.00 eV. As for the relative energy (zero: lowest compared OMol25 entry of this formula, charge and spin): 0.090 eV. The calculation puts the LUMO energy (spin up / spin down) at -3.18 / -5.99 eV. The energy is -106965.497 eV. The charge is +1. Its spin multiplicity is 2.